Arrangement w

Formula: C5H4O3
Source: OMol25
Level of theory: ωB97M-V with the def2-TZVPD basis set

Output
SMILES: C=C1OC(=O)CC1=O
Kohn-Sham gap: 10.12 eV
E_HOMO: -10.54 eV
total charge: 0

Cartesian coordinates (Å):
C  0.6691  -0.0635  -2.2385
C  0.4598  0.0945  -1.0183
O  1.2362  -0.5622  0.1429
C  0.2547  -0.8073  1.1678
O  0.6516  -1.5584  1.9757
C  -1.0109  0.1892  1.0167
C  -0.7972  0.8019  -0.3010
O  -1.3329  1.8833  -0.7449
H  -0.2262  0.1928  -2.9049
H  1.5991  -0.5634  -2.6220
H  -2.2935  0.0448  0.8825
H  -0.9722  0.9350  1.8951

---

Arrangement x

Formula: C5H4O3
Source: OMol25
Level of theory: ωB97M-V with the def2-TZVPD basis set

Output
SMILES: O=C1[C@H]2O[C@H]2[C@@H]2O[C@H]12
Kohn-Sham gap: 10.19 eV
E_HOMO: -9.90 eV
total charge: 0

Cartesian coordinates (Å):
O  1.8811  -1.3028  -0.1974
C  0.9640  -0.5172  0.0288
C  0.4779  0.7527  -0.8530
O  -0.5502  0.3728  -1.7910
C  -0.8605  1.0222  -0.4836
C  -1.2558  0.1053  0.5289
O  -0.5072  0.2960  1.8184
C  -0.0700  -0.7170  0.9284
H  1.2534  1.4833  -1.1023
H  -1.2389  2.0542  -0.5000
H  -2.2683  -0.5172  0.6320
H  0.1312  -1.8235  1.4336

---

Arrangement y

Formula: C5H4O3
Source: OMol25
Level of theory: ωB97M-V with the def2-TZVPD basis set

Output
SMILES: O=COc1ccco1
Kohn-Sham gap: 9.63 eV
E_HOMO: -8.88 eV
total charge: 0

Cartesian coordinates (Å):
O  0.3548  -0.2368  2.5987
C  -0.8628  0.1714  2.4526
O  -1.2933  0.5211  1.2098
C  -0.4790  0.3589  0.0261
C  -0.6936  -0.4768  -1.0567
C  0.5066  -0.5065  -1.8158
C  1.4052  0.3487  -1.1325
O  0.7746  0.8735  -0.0528
H  -1.3974  0.4702  3.4400
H  -1.4987  -1.0719  -1.4838
H  0.8406  -1.0720  -2.6812
H  2.3431  0.6203  -1.5043

---

Stability ranking, top and bottom: arrangement y is the most stable and arrangement x is the least stable.

---

Arrangement w

Formula: C5H4O3
Source: OMol25
Level of theory: ωB97M-V with the def2-TZVPD basis set

Output
SMILES: C=Cc1coc(=O)o1
Kohn-Sham gap: 8.85 eV
E_HOMO: -8.74 eV
total charge: 0

Cartesian coordinates (Å):
C  -2.1083  -0.9862  0.2398
C  -1.3515  0.1170  -0.1745
C  0.0799  0.1631  -0.0283
C  0.8189  1.3544  -0.0490
O  2.1506  0.8434  0.3513
C  2.2359  -0.4704  0.1147
O  3.0516  -1.2681  -0.1602
O  0.9128  -0.8326  -0.0750
H  -1.6339  -1.9911  0.5687
H  -3.1362  -0.6783  -0.0938
H  -1.6775  1.2351  -0.3342
H  0.6577  2.5137  -0.3594

---

Arrangement x

Formula: C5H4O3
Source: OMol25
Level of theory: ωB97M-V with the def2-TZVPD basis set

Output
SMILES: O=Cc1cc(O)co1
Kohn-Sham gap: 9.12 eV
E_HOMO: -8.86 eV
total charge: 0

Cartesian coordinates (Å):
O  0.8937  -2.9844  -0.5483
C  0.9997  -1.9556  0.0825
C  0.4401  -0.5391  -0.1051
C  0.5204  0.4685  0.7873
C  -0.5629  1.4469  0.4417
O  -0.8246  2.6832  0.9539
C  -0.9956  0.8824  -0.8154
O  -0.3950  -0.2223  -1.0880
H  1.4287  -2.0907  1.0466
H  1.0806  0.2771  1.7624
H  -0.7234  2.7982  1.9574
H  -1.5882  1.3852  -1.6541

---

Stability ranking, top and bottom: arrangement x is the most stable and arrangement w is the least stable.

---

Arrangement w

Formula: C2H3N3O
Source: OMol25
Level of theory: ωB97M-V with the def2-TZVPD basis set

Output
Kohn-Sham gap: 10.47 eV
E_HOMO: -9.80 eV
total charge: 0

Cartesian coordinates (Å):
O  -1.8392  -0.7613  -0.9187
C  -0.9577  -1.1366  -0.0282
C  -0.1660  -1.5103  0.7997
N  1.4903  1.6226  0.5846
N  0.7443  1.4527  -0.3763
N  0.0615  1.4302  -1.2802
H  -1.5431  0.0719  -1.3274
H  0.5017  -1.8889  1.5397
H  1.7081  0.7197  1.0066

---

Arrangement x

Formula: C2H3N3O
Source: OMol25
Level of theory: ωB97M-V with the def2-TZVPD basis set

Output
SMILES: Nc1ncno1
Kohn-Sham gap: 10.32 eV
E_HOMO: -9.56 eV
total charge: 0

Cartesian coordinates (Å):
N  -1.7324  -0.1167  -0.0603
C  -0.3660  -0.0933  -0.0597
N  0.3560  0.9797  -0.0785
C  1.6392  0.4364  -0.0430
N  1.6831  -0.8279  0.0040
O  0.3279  -1.2346  -0.0655
H  -2.2640  -0.9715  0.0193
H  -2.2219  0.8075  0.2566
H  2.5782  1.0203  0.0270

---

Stability ranking, top and bottom: arrangement x is the most stable and arrangement w is the least stable.

---

Arrangement w

Formula: C2H3N3O
Source: OMol25
Level of theory: ωB97M-V with the def2-TZVPD basis set

Output
Kohn-Sham gap (spin up / spin down): 9.13 / 7.14 eV
E_HOMO (spin up / spin down): -9.81 / -9.08 eV
total charge: 0

Cartesian coordinates (Å):
O  2.0959  -0.8994  0.0265
C  0.8035  0.7195  -0.4029
N  -0.1105  1.4326  0.2463
N  -1.1545  0.5636  0.3969
C  -0.8749  -0.6734  0.0017
N  0.3359  -0.6264  -0.5783
H  2.5680  -0.1210  -0.3318
H  -2.0822  0.9508  0.5345
H  -1.5569  -1.5096  0.0709

---

Arrangement x

Formula: C2H3N3O
Source: OMol25
Level of theory: ωB97M-V with the def2-TZVPD basis set

Output
Kohn-Sham gap: 10.21 eV
E_HOMO: -9.38 eV
total charge: 0

Cartesian coordinates (Å):
C  0.2668  0.2942  0.1580
C  -0.5662  -1.1718  -0.8217
H  0.8840  1.8138  1.1987
H  0.0482  0.7058  2.2012
H  -1.1068  -1.9421  -1.4742
N  0.5934  0.8555  1.2506
N  -0.3123  -1.0190  0.3096
N  0.5135  0.7337  -1.0407
O  -0.3206  -0.2701  -1.7816

---

Arrangement y

Formula: C2H3N3O
Source: OMol25
Level of theory: ωB97M-V with the def2-TZVPD basis set

Output
SMILES: [H]/N=c1\[nH]nco1
Kohn-Sham gap: 9.82 eV
E_HOMO: -9.12 eV
total charge: 0

Cartesian coordinates (Å):
H  -0.4687  -1.5107  -1.8383
N  -1.0586  -0.4644  -1.6878
C  -0.5112  -0.1257  -0.4868
N  0.4793  -0.7754  0.0465
N  0.9843  0.1667  1.0289
C  0.1945  1.1206  1.1687
O  -0.9742  0.9182  0.3590
H  1.2808  -1.2356  -0.4066
H  0.0738  1.9062  1.8163

---

Arrangement z

Formula: C2H3N3O
Source: OMol25
Level of theory: ωB97M-V with the def2-TZVPD basis set

Output
SMILES: N1=NC1[C@@H]1NO1
Kohn-Sham gap: 9.95 eV
E_HOMO: -10.08 eV
total charge: 0

Cartesian coordinates (Å):
N  1.9907  0.6798  -0.1009
N  1.8731  -0.4524  0.3790
C  0.8151  0.0012  -0.4488
C  -0.3963  0.2586  0.3395
N  -1.6196  -0.4029  0.3736
O  -1.4848  0.9852  -0.0594
H  0.7703  -0.5042  -1.3645
H  -0.0156  0.3864  1.3513
H  -1.9330  -0.9516  -0.4697

---

Stability ranking, top and bottom: arrangement x is the most stable and arrangement w is the least stable.

---

Arrangement w

Formula: C2H3N3O
Source: OMol25
Level of theory: ωB97M-V with the def2-TZVPD basis set

Output
Kohn-Sham gap: 9.95 eV
E_HOMO: -9.86 eV
total charge: 0

Cartesian coordinates (Å):
C  -1.3941  -0.1044  0.1137
C  0.4100  -0.0330  0.0224
N  -0.0220  -0.9392  0.6985
O  2.6844  -0.3405  0.1726
N  2.4034  0.6088  -0.5140
N  1.0267  0.8566  -0.6490
H  -1.5314  0.8991  0.5252
H  -1.5373  -0.1297  -0.9707
H  -2.0397  -0.8177  0.6013

---

Arrangement x

Formula: C2H3N3O
Source: OMol25
Level of theory: ωB97M-V with the def2-TZVPD basis set

Output
SMILES: N=C=C(N)N=O
Kohn-Sham gap (spin up / spin down): 8.44 / 8.44 eV
E_HOMO (spin up / spin down): -8.84 / -8.84 eV
total charge: 0

Cartesian coordinates (Å):
N  -0.6161  -2.0384  0.5262
C  -0.1862  -0.9372  0.2473
C  0.0729  0.3371  -0.0665
N  0.4789  0.7480  -1.3584
N  -0.0559  1.3150  0.9590
O  -0.2759  0.8893  2.0795
H  0.0191  -2.7115  0.9591
H  0.8453  1.6978  -1.3101
H  -0.2820  0.6999  -2.0362

---

Stability ranking, top and bottom: arrangement x is the most stable and arrangement w is the least stable.

---

Arrangement w

Formula: C2H3N3O
Source: OMol25
Level of theory: ωB97M-V with the def2-TZVPD basis set

Output
Kohn-Sham gap (spin up / spin down): 7.56 / 7.55 eV
E_HOMO (spin up / spin down): -9.84 / -9.84 eV
total charge: 0

Cartesian coordinates (Å):
N  -1.4275  -0.3920  0.0636
C  -0.5280  0.6008  -0.0240
N  -0.5180  1.8248  0.0075
H  -2.4139  -0.1809  0.1439
H  -1.1905  -1.2946  -0.3246
N  1.8046  -0.7874  0.0888
C  1.3015  0.3411  0.0194
O  1.7584  1.4956  0.0137
H  1.2134  -1.6073  0.0117

---

Arrangement x

Formula: C2H3N3O
Source: OMol25
Level of theory: ωB97M-V with the def2-TZVPD basis set

Output
Kohn-Sham gap: 9.57 eV
E_HOMO: -8.91 eV
total charge: 0

Cartesian coordinates (Å):
O  -0.7260  1.1350  -1.5046
C  0.2462  -0.9884  -0.9796
N  0.5400  -1.5613  0.1876
N  0.4123  -0.6079  1.1634
C  0.0455  0.5646  0.6683
N  -0.0632  0.3223  -0.6323
H  -0.8389  0.5038  -2.2449
H  0.4456  -0.8641  2.1380
H  -0.0615  1.4961  1.2040

---

Stability ranking, top and bottom: arrangement x is the most stable and arrangement w is the least stable.